(w)
Below is an isolated ion of composition CH4N3S2 and charge +1, with properties calculated with ωB97M-V with the def2-TZVPD basis set.

The geometry in ORCA input format:
```
! RIJCOSX wB97M-V def2-TZVPD def2/J DEFGRID3
* xyz 1 1
C -0.236 0.019 0.068
N -1.577 -2.248 -0.223
N -1.290 0.831 0.026
N 0.995 0.561 0.097
S -0.183 -1.748 0.178
S -2.935 0.617 0.055
H -1.688 -3.254 -0.196
H -1.025 1.819 0.000
H 1.154 1.556 0.109
H 1.811 -0.026 0.081
*
```

Values from the calculation:
**HOMO energy (alpha / beta)**: -13.949 / -13.409 eV
**LUMO (alpha / beta)**: -5.80 / -6.50 eV

Atom charges from the natural (NBO) analysis, given in e for atoms 1 to 5: C 0.2952; N -0.7781; N -0.7037; N -0.7221; S 0.7976

***

(x)
Below is CH4N3S2 as an isolated structure, with properties calculated with ωB97M-V with the def2-TZVPD basis set.

The geometry in ORCA input format:
```
! RIJCOSX wB97M-V def2-TZVPD def2/J DEFGRID3
* xyz 1 1
C -0.025 -0.159 0.166
N -0.822 0.849 0.357
N 1.833 -0.114 -0.401
N -0.386 -1.428 -0.022
S -1.016 2.514 0.452
S -2.496 1.126 0.507
H 2.377 0.349 0.395
H 1.626 0.540 -1.229
H -1.466 -1.569 -0.084
H 0.375 -2.108 -0.140
*
```

Values from the calculation:
**HOMO energy**: -13.870 eV
**LUMO**: -5.57 eV

Atom charges from the natural (NBO) analysis, given in e for atoms 1 to 5: C 0.6526; N -0.7062; N -0.7381; N -0.7641; S 0.4665

***

Stability ranking, top and bottom: (w) is the most stable and (x) is the least stable.

***

(w)
Below is a 3-piece molecular cluster, C5H12O2 overall, with properties calculated with ωB97M-V with the def2-TZVPD basis set.

The geometry in ORCA input format:
```
! RIJCOSX wB97M-V def2-TZVPD def2/J DEFGRID3
* xyz 1 2
C 1.028 -0.729 -1.713
C -0.005 -0.636 -0.678
C -0.774 0.497 -0.543
C -0.945 -2.878 0.195
C -0.063 -1.881 0.149
H 1.971 -1.179 -1.378
H 1.011 0.052 -2.463
H 0.655 -1.596 -2.295
H -0.564 1.408 -1.090
H -1.756 0.480 -0.076
H -1.920 -2.800 -0.283
H -0.851 -3.702 0.880
H 0.961 -2.103 0.449
H -1.646 2.727 2.507
H -0.228 2.784 3.060
O -0.866 3.257 2.522
H 1.678 1.400 -0.084
H 0.770 2.725 0.351
O 1.544 2.175 0.489
*
```

Values from the calculation:
**HOMO energy (alpha / beta)**: -14.528 / -14.509 eV
**LUMO (alpha / beta)**: -4.96 / -8.75 eV

Atom charges from the natural (NBO) analysis, given in e for atoms 1 to 5: C -0.7229; C 0.2077; C -0.0761; C -0.2028; C -0.2783

***

(x)
Below is C5H12O2 as an isolated structure, with properties calculated with ωB97M-V with the def2-TZVPD basis set.

The geometry in ORCA input format:
```
! RIJCOSX wB97M-V def2-TZVPD def2/J DEFGRID3
* xyz 1 2
O -0.753 2.034 -0.126
C 0.141 1.185 0.231
C 0.739 0.265 -0.807
C 0.396 -1.192 -0.654
C 0.212 -1.522 0.909
C 1.883 -1.051 1.562
H 0.297 1.164 1.301
H 0.884 0.733 -1.811
H 1.480 0.818 0.056
H -0.565 -1.397 -1.164
H 1.216 -1.906 -0.806
H -0.166 -0.728 1.541
H -0.479 -2.355 0.933
H 1.118 -2.216 1.436
H 1.644 -0.757 2.556
H 2.836 -1.536 1.601
H -1.478 1.381 -0.773
H -3.011 0.638 -1.635
O -2.177 0.482 -1.191
*
```

Values from the calculation:
**HOMO energy (alpha / beta)**: -12.909 / -12.841 eV
**LUMO (alpha / beta)**: -5.05 / -8.00 eV

Atom charges from the Mulliken analysis, given in e for atoms 1 to 5: O -0.4491; C -0.1724; C -0.2977; C -0.4195; C -0.5730

***

Stability ranking, top and bottom: (w) is the most stable and (x) is the least stable.

***

(w)
Below is a 2-piece molecular cluster, C3H9NO3 overall, with properties calculated with ωB97M-V with the def2-TZVPD basis set.

The geometry in ORCA input format:
```
! RIJCOSX wB97M-V def2-TZVPD def2/J DEFGRID3
* xyz 0 1
H 0.161 -1.726 0.052
O 0.943 -2.165 1.084
O -0.504 -1.402 -0.736
H 0.345 -2.193 1.870
H 1.380 -1.329 1.292
C -0.491 -0.101 -0.845
O -1.125 0.434 -1.736
C 0.383 0.776 0.037
H 1.408 0.509 -0.273
N 0.348 0.317 1.473
H 0.587 1.114 2.051
H -0.649 0.182 1.682
C 0.080 2.240 -0.138
H 0.482 3.003 0.527
H 0.410 2.525 -1.140
H -1.005 2.367 -0.167
*
```

Values from the calculation:
**HOMO energy**: -9.749 eV
**LUMO**: 0.38 eV

Atom charges from the natural (NBO) analysis, given in e for atoms 1 to 5: H 0.4843; O -0.8897; O -0.6876; H 0.4920; H 0.5126

***

(x)
Below is a 2-piece molecular cluster, C3H9NO3 overall, with properties calculated with ωB97M-V with the def2-TZVPD basis set.

The geometry in ORCA input format:
```
! RIJCOSX wB97M-V def2-TZVPD def2/J DEFGRID3
* xyz 0 1
C 0.455 0.542 -0.618
C -0.801 0.912 -1.383
O -0.719 0.341 -2.687
C 0.295 0.881 0.848
N 0.253 -0.215 1.710
O 0.109 2.006 1.236
H 0.673 -0.515 -0.745
H 1.290 1.107 -1.017
H -0.918 1.983 -1.451
H -1.698 0.515 -0.884
H -0.947 1.017 -3.331
H 0.121 0.055 2.680
H 1.052 -0.836 1.662
H 0.287 -2.682 1.404
H 0.376 -4.194 1.380
O 0.376 -3.426 0.799
*
```

Values from the calculation:
**HOMO energy**: -10.094 eV
**LUMO**: 0.65 eV

Atom charges from the natural (NBO) analysis, given in e for atoms 1 to 5: C -0.5256; C -0.0476; O -0.7224; C 0.6902; N -0.8550

***

(y)
Below is a 2-piece molecular cluster, C3H9NO3 overall, with properties calculated with ωB97M-V with the def2-TZVPD basis set.

The geometry in ORCA input format:
```
! RIJCOSX wB97M-V def2-TZVPD def2/J DEFGRID3
* xyz 0 1
O -1.887 -0.698 -3.201
O -0.883 0.116 -1.460
C -1.074 -0.857 -2.305
N 0.158 1.103 0.330
C -1.124 1.258 1.063
C 0.129 -0.052 -0.515
H -0.388 -1.714 -2.148
H 0.837 0.862 1.064
H -1.221 0.398 1.746
H -2.073 1.382 0.514
H -0.944 2.166 1.663
H 1.132 -0.271 -0.930
H -0.191 -0.932 0.075
O 2.308 -1.224 1.535
H 2.418 -0.310 1.883
H 2.802 -1.227 0.684
*
```

Values from the calculation:
**HOMO energy**: -9.698 eV
**LUMO**: 0.29 eV

Atom charges from the natural (NBO) analysis, given in e for atoms 1 to 5: O -0.5585; O -0.4926; C 0.6409; N -0.6065; C -0.4358

***

Stability ranking, top and bottom: (x) is the most stable and (y) is the least stable.

***

(w)
Below is a 2-piece molecular cluster, C3H9NO3 overall, with properties calculated with ωB97M-V with the def2-TZVPD basis set.

The geometry in ORCA input format:
```
! RIJCOSX wB97M-V def2-TZVPD def2/J DEFGRID3
* xyz 0 1
O -1.210 -2.399 0.730
O -0.055 -0.668 -0.099
C -0.211 -1.666 0.737
N 1.205 1.264 -0.401
C 0.870 2.273 0.563
C 1.167 -0.040 0.074
H 0.652 -1.858 1.404
H 2.142 1.524 -0.735
H 1.228 3.279 0.287
H 1.286 2.009 1.550
H -0.230 2.299 0.640
H 1.856 -0.631 -0.558
H 1.499 -0.144 1.124
O -3.557 -1.382 -1.824
H -3.586 -1.940 -1.014
H -3.057 -1.921 -2.478
*
```

Values from the calculation:
**HOMO energy**: -9.835 eV
**LUMO**: 0.69 eV

Atom charges from the natural (NBO) analysis, given in e for atoms 1 to 5: O -0.5783; O -0.4713; C 0.6359; N -0.6141; C -0.4198

***

(x)
Below is a 2-piece molecular cluster, C3H9NO3 overall, with properties calculated with ωB97M-V with the def2-TZVPD basis set.

The geometry in ORCA input format:
```
! RIJCOSX wB97M-V def2-TZVPD def2/J DEFGRID3
* xyz 0 1
C -1.338 0.682 0.629
C -0.063 1.399 0.784
N 1.081 0.709 1.275
O -1.160 1.632 1.636
O -1.456 -0.628 1.001
H -0.779 -1.158 0.528
H -2.028 0.995 -0.155
H 0.182 2.220 0.115
H 1.689 1.339 1.788
H 0.775 -0.019 1.919
C 0.357 -1.247 -1.916
O 0.645 -1.497 -0.557
H 1.281 -0.841 -0.233
H -0.428 -1.942 -2.204
H 1.236 -1.422 -2.543
H 0.006 -0.222 -2.069
*
```

Values from the calculation:
**HOMO energy**: -9.797 eV
**LUMO**: 0.87 eV

Atom charges from the natural (NBO) analysis, given in e for atoms 1 to 5: C 0.3263; C 0.1614; N -0.8665; O -0.4923; O -0.7321

***

Stability ranking, top and bottom: (w) is the most stable and (x) is the least stable.

***

(w)
Below is a 2-piece molecular cluster, C3H9NO3 overall, with properties calculated with ωB97M-V with the def2-TZVPD basis set.

The geometry in ORCA input format:
```
! RIJCOSX wB97M-V def2-TZVPD def2/J DEFGRID3
* xyz 0 1
O -1.603 1.784 0.342
C -1.779 0.627 0.608
C -0.668 -0.392 0.817
C 0.630 0.277 1.288
O 1.785 -0.356 0.712
N -0.458 -1.086 -0.454
H -2.816 0.233 0.569
H -1.090 -1.117 1.530
H 0.604 1.316 0.965
H 0.698 0.183 2.366
H 2.329 -0.654 1.443
H -1.052 -1.894 -0.570
H 0.499 -1.416 -0.512
H 0.649 -0.260 -2.376
H 2.189 -0.245 -2.255
O 1.467 -0.450 -2.851
*
```

Values from the calculation:
**HOMO energy**: -9.625 eV
**LUMO**: 0.45 eV

Atom charges from the natural (NBO) analysis, given in e for atoms 1 to 5: O -0.5051; C 0.4468; C -0.1795; C -0.0814; O -0.7342

***

(x)
Below is a 2-piece molecular cluster, C3H9NO3 overall, with properties calculated with ωB97M-V with the def2-TZVPD basis set.

The geometry in ORCA input format:
```
! RIJCOSX wB97M-V def2-TZVPD def2/J DEFGRID3
* xyz 0 1
C -0.883 0.488 2.329
C 0.817 0.404 0.444
C -0.395 -0.166 1.083
N -0.204 -0.509 -2.421
O 1.465 -0.697 -0.167
O -1.052 -1.062 0.583
O 0.366 0.731 -2.178
H -1.753 1.022 2.145
H 0.047 0.918 2.716
H -1.168 -0.312 2.914
H 0.417 1.016 -0.382
H 1.456 0.967 1.044
H -1.134 -0.384 -2.829
H 0.416 -1.132 -2.987
H 2.065 -0.298 -0.815
H -0.460 -0.988 -1.479
*
```

Values from the calculation:
**HOMO energy**: -8.711 eV
**LUMO**: 0.69 eV

Atom charges from the natural (NBO) analysis, given in e for atoms 1 to 5: C -0.7199; C -0.2317; C 0.6042; N -0.4094; O -0.7228

***

(y)
Below is a 2-piece molecular cluster, C3H9NO3 overall, with properties calculated with ωB97M-V with the def2-TZVPD basis set.

The geometry in ORCA input format:
```
! RIJCOSX wB97M-V def2-TZVPD def2/J DEFGRID3
* xyz 0 1
C 2.205 -1.312 0.309
N 1.222 -2.296 -0.131
C -0.035 -1.710 -0.559
C -0.835 -0.939 0.461
O -2.125 -0.778 0.021
O -0.484 -0.553 1.536
H 3.180 -1.778 0.339
H 2.222 -0.465 -0.380
H 2.018 -0.883 1.296
H 1.022 -2.955 0.612
H 0.226 -1.051 -1.394
H -0.682 -2.471 -0.983
H -2.452 -0.012 0.520
H -0.913 5.878 -1.767
H 0.188 6.871 -1.584
O -0.097 6.006 -1.267
*
```

Values from the calculation:
**HOMO energy**: -9.070 eV
**LUMO**: 0.71 eV

Atom charges from the natural (NBO) analysis, given in e for atoms 1 to 5: C -0.4218; N -0.6067; C -0.3440; C 0.7700; O -0.6972

***

Stability ranking, top and bottom: (y) is the most stable and (x) is the least stable.